# 1
Below is an isolated molecule of C3H6N2O, with properties calculated with ωB97M-V/def2-TZVPD.

The geometry in XYZ format:
```
12
Properties=species:S:1:pos:R:3:forces:R:3
N 1.7045 -0.1140 0.6204 0.099 0.056 0.019
C 0.7825 0.3018 -0.2402 -0.091 -0.086 0.137
C -0.8338 -0.8655 -1.0953 -0.126 -0.180 -0.016
O -1.4571 0.2877 -0.6067 -0.024 0.053 0.011
C -0.5089 0.7412 0.2764 0.182 0.100 0.215
N -0.6928 1.3786 1.3584 -0.118 -0.141 -0.290
H 2.6820 -0.1266 0.3723 -0.175 -0.002 0.023
H 1.4776 -0.1757 1.6076 -0.002 -0.005 -0.145
H 0.5219 -0.2611 -1.2680 0.045 0.057 -0.057
H -1.1065 -1.0670 -2.1325 0.096 0.032 0.134
H -0.9129 -1.7277 -0.4307 0.028 0.124 -0.055
H -1.6819 1.5908 1.4844 0.085 -0.009 0.024
```
Forces are in eV/Å.

Computed properties:
**Gap between HOMO and LUMO**: 8.55 eV
**ΔE to the lowest compared entry with this formula, charge and spin**: 421.89 kJ/mol
**HOMO level**: -7.8 eV
**LUMO energy**: 0.8 eV
**Max |F|**: 0.343 eV/Å

Here are the natural (NBO) charges for atoms 1 to 5, given in e: number 1, N, carries -0.739; number 2, C, carries -0.050; number 3, C, carries -0.194; number 4, O, carries -0.494; number 5, C, carries 0.464


# 2
Below is an isolated molecule of C3H6N2O, with properties calculated with ωB97M-V/def2-TZVPD.

The geometry in XYZ format:
```
12
Properties=species:S:1:pos:R:3:forces:R:3
C 2.3431 -0.1368 0.0270 -1.657 0.888 1.081
N 1.0065 -0.8247 -0.0370 0.955 1.492 0.420
C -0.0010 -0.0393 0.0104 0.397 1.449 -0.894
N -0.1036 1.3667 -0.0506 -1.058 -4.234 0.378
C -1.3334 -0.6785 -0.0431 0.444 -3.327 -0.367
O -2.3453 -0.0720 0.0823 -1.151 0.596 0.064
H 2.5247 0.5562 -0.8052 0.063 -0.555 -0.210
H 2.4382 0.5204 0.9359 -0.423 -0.496 -0.518
H 3.0832 -0.8780 0.1759 0.852 -0.659 -0.458
H 0.6877 1.8979 -0.0805 1.921 1.805 0.003
H -1.0436 1.6853 -0.0025 -0.347 0.678 0.048
H -1.3000 -1.8715 -0.2346 0.004 2.363 0.453
```
Forces are in eV/Å.

Computed properties:
**Structure (SMILES)**: C/N=C(\N)C=O
**Gap between HOMO and LUMO**: 10.05 eV
**ΔE to the lowest compared entry with this formula, charge and spin**: 162.06 kJ/mol
**HOMO level**: -9.6 eV
**LUMO energy**: 0.4 eV
**Max |F|**: 4.381 eV/Å

Here are the natural (NBO) charges for atoms 1 to 5, given in e: number 1, C, carries -0.463; number 2, N, carries -0.426; number 3, C, carries 0.292; number 4, N, carries -0.828; number 5, C, carries 0.411


# 3
Below is an isolated molecule of C3H6N2O, with properties calculated with ωB97M-V/def2-TZVPD.

The geometry in XYZ format:
```
12
Properties=species:S:1:pos:R:3:forces:R:3
O 1.0360 1.9882 0.9920 0.292 0.144 0.245
N -0.1958 1.3291 1.1089 -0.155 -0.606 -0.275
C -0.1959 0.3362 0.3279 -0.027 0.289 0.298
C -1.1978 -0.7480 0.0280 -0.279 0.043 0.169
N -0.1585 -1.4211 -0.7998 -0.064 -0.085 -0.252
C 0.8093 -0.3125 -0.5817 0.277 0.148 -0.027
H 1.1302 2.4176 1.8504 -0.056 0.141 -0.158
H -2.0907 -0.4092 -0.5110 0.148 -0.044 0.033
H -1.5093 -1.3421 0.8948 0.025 0.106 -0.142
H -0.4375 -1.5002 -1.7711 0.051 -0.046 0.127
H 1.0785 0.2820 -1.4636 -0.089 -0.108 0.097
H 1.7315 -0.6201 -0.0748 -0.123 0.020 -0.114
```
Forces are in eV/Å.

Computed properties:
**Structure (SMILES)**: ON=C1CNC1
**Gap between HOMO and LUMO**: 10.31 eV
**ΔE to the lowest compared entry with this formula, charge and spin**: 346.79 kJ/mol
**HOMO level**: -9.3 eV
**LUMO energy**: 1.0 eV
**Max |F|**: 0.684 eV/Å

Here are the natural (NBO) charges for atoms 1 to 5, given in e: number 1, O, carries -0.581; number 2, N, carries -0.133; number 3, C, carries 0.213; number 4, C, carries -0.264; number 5, N, carries -0.606


# 4
Below is an isolated molecule of C3H6N2O, with properties calculated with ωB97M-V/def2-TZVPD.

The geometry in XYZ format:
```
12
Properties=species:S:1:pos:R:3:forces:R:3
O -1.2538 2.2282 0.0129 0.498 0.174 0.514
C -0.6396 1.1858 0.0603 -1.014 0.518 -0.015
N -0.4512 0.3899 -1.0882 -0.400 -0.037 0.803
C 0.5193 -0.6288 -0.7719 0.252 0.205 0.003
C 0.1627 -0.8546 0.6977 0.125 -0.327 -0.356
N -0.1424 0.4937 1.1672 1.044 -0.549 -0.026
H -0.4450 0.8868 -1.9661 0.036 0.040 0.210
H 1.4876 -0.1456 -0.8176 0.762 -0.274 0.025
H 0.5333 -1.5147 -1.4272 -0.391 0.322 0.404
H -0.7954 -1.3836 0.7476 0.449 -0.744 0.094
H 1.0067 -1.3378 1.2035 -0.517 0.065 0.232
H 0.0177 0.6807 2.1816 -0.842 0.607 -1.886
```
Forces are in eV/Å.

Computed properties:
**Structure (SMILES)**: O=C1NCCN1
**Gap between HOMO and LUMO**: 10.42 eV
**ΔE to the lowest compared entry with this formula, charge and spin**: 52.87 kJ/mol
**HOMO level**: -9.5 eV
**LUMO energy**: 0.9 eV
**Max |F|**: 2.153 eV/Å

Here are the natural (NBO) charges for atoms 1 to 5, given in e: number 1, O, carries -0.624; number 2, C, carries 0.775; number 3, N, carries -0.647; number 4, C, carries -0.222; number 5, C, carries -0.224


# 5
Below is an isolated molecule of C3H6N2O, with properties calculated with ωB97M-V/def2-TZVPD.

The geometry in XYZ format:
```
12
Properties=species:S:1:pos:R:3:forces:R:3
N 2.3984 0.5631 -1.9375 -0.609 -0.004 0.933
C 1.7407 0.5049 -0.9883 0.579 0.081 -0.809
C 0.8214 0.4096 0.1646 -0.061 0.205 -0.210
O 1.2547 -0.5987 1.0275 -0.119 -0.136 0.107
C -0.5986 0.0947 -0.3859 0.056 0.005 -0.170
N -1.3749 -0.5697 0.6536 -0.248 0.058 -0.017
H 0.8159 1.3888 0.6708 0.007 -0.157 -0.062
H 0.4206 -0.9653 1.3859 0.158 0.001 -0.023
H -0.4916 -0.5870 -1.2335 0.003 0.070 0.115
H -1.0544 1.0200 -0.7589 0.075 -0.152 0.046
H -2.0030 0.0637 1.1338 0.095 -0.063 -0.015
H -1.9293 -1.3241 0.2681 0.064 0.092 0.105
```
Forces are in eV/Å.

Computed properties:
**Structure (SMILES)**: N#C[C@H](O)CN
**Gap between HOMO and LUMO**: 11.14 eV
**ΔE to the lowest compared entry with this formula, charge and spin**: 134.83 kJ/mol
**HOMO level**: -10.6 eV
**LUMO energy**: 0.6 eV
**Max |F|**: 1.114 eV/Å

Here are the natural (NBO) charges for atoms 1 to 5, given in e: number 1, N, carries -0.312; number 2, C, carries 0.265; number 3, C, carries -0.005; number 4, O, carries -0.699; number 5, C, carries -0.236


# 6
Below is a cluster of 2 separate species, C3H6N2O in total, with properties calculated with ωB97M-V/def2-TZVPD.

The geometry in XYZ format:
```
12
Properties=species:S:1:pos:R:3:forces:R:3
C 0.9430 -0.4089 0.8365 -0.007 -0.079 0.162
C -1.9222 -1.5190 0.2285 -0.074 -0.961 -1.053
O -1.7922 -2.1506 -0.7062 -0.165 0.685 1.057
N -1.3806 1.1484 -0.6477 0.448 -0.088 0.149
C -0.1299 1.0947 -0.8786 -0.181 0.155 -0.072
N 0.9221 0.7555 -0.0387 0.093 0.020 -0.233
H 0.7305 -1.3483 0.3052 0.033 0.244 0.064
H 1.9525 -0.4860 1.2473 -0.169 0.017 0.034
H 0.2480 -0.3238 1.6773 0.051 0.087 -0.170
H -1.5923 0.9267 0.3261 0.042 -0.065 -0.040
H 0.2053 1.3838 -1.8809 -0.031 0.084 0.160
H 1.8158 0.9274 -0.4691 -0.038 -0.099 -0.058
```
Forces are in eV/Å.

Computed properties:
**Gap between HOMO and LUMO**: 10.03 eV
**ΔE to the lowest compared entry with this formula, charge and spin**: 165.22 kJ/mol
**HOMO level**: -9.2 eV
**LUMO energy**: 0.8 eV
**Max |F|**: 1.428 eV/Å

Here are the natural (NBO) charges for atoms 1 to 5, given in e: number 1, C, carries -0.417; number 2, C, carries 0.499; number 3, O, carries -0.505; number 4, N, carries -0.691; number 5, C, carries 0.287


# 7
Below is a cluster of 2 separate species, C3H6N2O in total, with properties calculated with ωB97M-V/def2-TZVPD.

The geometry in XYZ format:
```
12
Properties=species:S:1:pos:R:3:forces:R:3
N 1.6778 -0.3166 -0.1190 -0.009 -0.049 0.173
C 0.5423 -0.6131 -0.9595 -0.083 0.004 -0.257
C -1.5146 0.1383 0.8321 0.022 0.262 0.190
O -0.5576 0.5009 1.6586 -0.272 -0.148 0.043
C -1.7393 1.2266 -0.1161 -0.338 0.641 -0.625
N -2.0720 1.9902 -0.9249 0.315 -0.707 0.772
H 1.9133 -1.0971 0.4831 0.025 0.085 -0.055
H 1.5145 0.4991 0.4624 0.071 -0.115 -0.113
H 0.3427 0.2313 -1.6261 0.048 -0.177 0.049
H 0.7363 -1.5005 -1.5661 0.068 0.101 0.014
H -0.4071 -0.8349 -0.4171 0.166 -0.051 -0.138
H -0.4364 -0.2241 2.2925 -0.012 0.153 -0.053
```
Forces are in eV/Å.

Computed properties:
**Gap between HOMO and LUMO**: 8.65 eV
**ΔE to the lowest compared entry with this formula, charge and spin**: 425.67 kJ/mol
**HOMO level**: -9.5 eV
**LUMO energy**: -0.8 eV
**Max |F|**: 1.093 eV/Å

Here are the natural (NBO) charges for atoms 1 to 5, given in e: number 1, N, carries -0.819; number 2, C, carries -0.398; number 3, C, carries 0.190; number 4, O, carries -0.617; number 5, C, carries 0.104


# 8
Below is an isolated molecule of C3H6N2O2, with properties calculated with ωB97M-V/def2-TZVPD.

The geometry in XYZ format:
```
13
Properties=species:S:1:pos:R:3:forces:R:3
N -0.8218 -1.1205 1.7088 -0.033 -0.239 -0.476
C -0.1555 -0.0718 1.0067 -0.616 -0.998 -0.547
C -0.6800 0.0053 -0.4366 -0.414 1.847 0.224
O -1.8641 -0.0692 -0.6539 0.056 -0.740 -0.072
N 0.1276 0.6757 -1.3754 0.191 -0.405 0.282
C 1.4867 0.5279 -1.4869 -0.117 0.360 -0.566
O 2.1776 1.0972 -2.2905 -0.117 0.130 -0.045
H -0.4355 -1.5734 2.5097 0.046 0.187 0.086
H -1.7927 -1.2394 1.4939 -0.104 -0.050 0.222
H 0.9164 -0.2073 1.0465 0.187 0.289 0.191
H -0.4893 0.9197 1.3320 0.578 0.322 0.238
H -0.3462 1.2540 -2.0549 -0.077 -0.156 -0.157
H 1.8768 -0.1981 -0.7993 0.420 -0.548 0.620
```
Forces are in eV/Å.

Computed properties:
**Structure (SMILES)**: NCC(=O)NC=O
**Gap between HOMO and LUMO**: 9.88 eV
**ΔE to the lowest compared entry with this formula, charge and spin**: 139.41 kJ/mol
**HOMO level**: -9.3 eV
**LUMO energy**: 0.6 eV
**Max |F|**: 1.906 eV/Å

Here are the natural (NBO) charges for atoms 1 to 5, given in e: number 1, N, carries -0.876; number 2, C, carries -0.298; number 3, C, carries 0.685; number 4, O, carries -0.561; number 5, N, carries -0.658